(1)
This record from the OMol25 dataset describes an isolated ion of composition C6H7N2O and charge +1 in a non-equilibrium geometry. The level of theory is ωB97M-V/def2-TZVPD.

Geometry as ORCA input:
```
! RIJCOSX wB97M-V def2-TZVPD def2/J DEFGRID3
* xyz 1 1
H 2.87 -2.26 -0.65
N 2.77 -1.34 -0.42
C 1.68 -0.85 -0.20
C 1.48 0.52 0.28
C 0.05 0.46 0.19
N -0.66 1.55 0.83
C -1.34 2.41 1.18
C -0.48 -0.64 -0.36
C -1.93 -0.80 -0.60
O 0.43 -1.45 -0.67
H 1.70 0.55 1.29
H 2.16 1.15 -0.28
H -1.86 3.33 1.40
H -1.96 -1.87 -0.87
H -2.35 -0.16 -1.42
H -2.56 -0.60 0.28
*
```

The calculation puts the orbital gap at 8.8304 eV. As for the relative energy (zero: lowest compared OMol25 entry of this formula, charge and spin): 224.9 kJ/mol. The structure (SMILES) is [H]/N=C1/CC([N+]#C)=C(C)O1. The value obtained for the lowest unoccupied orbital energy is -4.534 eV.

***

(2)
This record from the OMol25 dataset describes C6H10O in the gas phase. The level of theory is ωB97M-V/def2-TZVPD.

Geometry as ORCA input:
```
! RIJCOSX wB97M-V def2-TZVPD def2/J DEFGRID3
* xyz 0 1
C -2.01 0.14 0.25
C -0.69 -0.40 0.77
O -0.62 -1.75 0.78
C 1.54 -0.98 0.16
C 0.86 -1.09 -1.05
C 0.58 0.06 -0.02
C 0.95 1.51 -0.16
H -2.04 1.24 0.24
H -2.19 -0.22 -0.77
H -2.83 -0.22 0.89
H -0.48 0.04 1.76
H 2.53 -1.17 0.57
H 1.34 -1.11 -2.02
H -0.06 -1.73 -0.84
H 0.23 2.03 -0.80
H 0.93 2.00 0.82
H 1.95 1.65 -0.58
*
```

The calculation puts the orbital gap (spin up / spin down) at 8.1409 / 7.5569 eV. As for the relative energy (zero: lowest compared OMol25 entry of this formula, charge and spin): 457.2 kJ/mol. The value obtained for the lowest unoccupied orbital energy (spin up / spin down) is -0.622 / -0.937 eV.

***

(3)
This record from the OMol25 dataset describes C4H6O2 as an isolated structure in a non-equilibrium geometry. The level of theory is ωB97M-V/def2-TZVPD.

Geometry as ORCA input:
```
! RIJCOSX wB97M-V def2-TZVPD def2/J DEFGRID3
* xyz 0 1
C 1.27 0.03 -0.53
C -0.38 0.62 0.25
O -0.36 1.85 0.38
C 0.11 -0.38 1.15
C -1.50 -0.05 -0.57
O -1.49 -1.11 -1.14
H 0.89 -0.52 -1.41
H 2.06 -0.50 -0.04
H 1.58 1.04 -0.81
H -0.02 -1.43 0.92
H 0.24 -0.13 2.21
H -2.39 0.58 -0.42
*
```

The calculation puts the orbital gap at 8.6388 eV. As for the relative energy (zero: lowest compared OMol25 entry of this formula, charge and spin): 414.6 kJ/mol. The value obtained for the lowest unoccupied orbital energy is -0.296 eV.

***

(4)
This record from the OMol25 dataset describes C42H30Cl5N4S7V as an isolated structure in a non-equilibrium geometry. The level of theory is ωB97M-V/def2-TZVPD.

Geometry as ORCA input:
```
! RIJCOSX wB97M-V def2-TZVPD def2/J DEFGRID3
* xyz 0 3
V 10.27 13.39 11.79
Cl 12.70 15.90 12.79
C 11.02 16.27 12.66
C 10.18 15.37 12.04
C 8.94 15.89 11.60
Cl 7.82 14.84 10.78
C 8.45 17.14 12.03
Cl 7.00 17.76 11.35
C 9.17 17.81 13.02
Cl 8.43 18.92 14.06
C 10.53 17.45 13.20
Cl 11.49 18.36 14.24
N 11.83 12.96 12.42
S 12.99 12.04 12.70
N 13.44 11.89 14.24
S 13.26 12.63 15.68
N 12.05 13.35 16.17
S 9.33 12.38 14.29
N 9.08 12.54 12.72
C 7.97 13.22 15.11
C 6.72 13.28 14.57
C 5.70 13.97 15.29
C 6.06 14.65 16.46
C 7.36 14.70 16.91
C 8.35 13.90 16.25
C 8.79 10.73 14.74
C 8.92 10.41 16.09
C 8.41 9.21 16.54
C 7.58 8.43 15.70
C 7.39 8.81 14.35
C 7.98 9.97 13.89
C 13.69 11.21 16.69
C 14.67 10.42 16.15
C 15.16 9.30 16.82
C 14.74 9.06 18.12
C 13.67 9.83 18.66
C 13.17 10.96 17.95
C 14.67 13.77 15.78
C 15.96 13.31 15.73
C 17.01 14.21 15.92
C 16.75 15.59 15.97
C 15.43 16.03 15.84
C 14.36 15.11 15.87
C 14.46 12.20 11.78
C 15.43 11.28 12.10
C 16.66 11.26 11.43
C 16.85 12.13 10.39
C 15.88 13.12 10.07
C 14.64 13.16 10.74
C 12.49 10.42 12.30
C 11.85 9.52 13.13
C 11.38 8.30 12.59
C 11.43 8.04 11.22
C 12.02 8.99 10.39
C 12.54 10.18 10.90
H 6.55 12.72 13.66
H 4.70 14.03 14.92
H 5.29 15.20 17.00
H 7.67 15.28 17.78
H 9.37 13.81 16.58
H 9.54 11.06 16.68
H 8.59 8.88 17.54
H 7.10 7.52 16.14
H 6.75 8.26 13.65
H 7.76 10.32 12.91
H 15.03 10.69 15.17
H 15.87 8.66 16.29
H 15.20 8.30 18.71
H 13.21 9.65 19.65
H 12.47 11.66 18.36
H 16.17 12.24 15.68
H 18.01 13.87 15.99
H 17.63 16.25 15.96
H 15.20 17.09 15.75
H 13.33 15.42 15.93
H 15.24 10.51 12.89
H 17.48 10.64 11.76
H 17.82 12.16 9.91
H 16.12 13.81 9.25
H 13.88 13.92 10.56
H 11.75 9.71 14.20
H 10.96 7.59 13.30
H 11.01 7.11 10.81
H 12.09 8.96 9.32
H 12.92 10.91 10.18
S 10.88 13.09 9.65
S 11.75 10.89 7.33
S 9.83 10.86 7.58
S 9.20 12.62 8.59
*
```

The calculation puts the orbital gap (spin up / spin down) at 7.2667 / 6.1564 eV. As for the relative energy (zero: lowest compared OMol25 entry of this formula, charge and spin): 22.9 kJ/mol. The value obtained for the lowest unoccupied orbital energy (spin up / spin down) is -0.355 / -1.602 eV.

***

(5)
This record from the OMol25 dataset describes C4H5NO2 in the gas phase. The level of theory is ωB97M-V/def2-TZVPD.

Geometry as ORCA input:
```
! RIJCOSX wB97M-V def2-TZVPD def2/J DEFGRID3
* xyz 0 1
O -2.64 0.59 0.23
C -1.74 -0.18 0.06
C -0.40 0.22 -0.52
C 0.55 0.80 0.57
N 1.69 -0.12 0.59
C 1.44 -1.01 -0.27
O 0.29 -0.95 -0.99
H -1.80 -1.24 0.38
H -0.56 0.91 -1.36
H 0.88 1.81 0.33
H 0.08 0.82 1.55
H 2.06 -1.87 -0.49
*
```

The calculation puts the orbital gap at 10.6905 eV. As for the relative energy (zero: lowest compared OMol25 entry of this formula, charge and spin): 118.0 kJ/mol. The structure (SMILES) is O=C[C@H]1CN=CO1. The value obtained for the lowest unoccupied orbital energy is 0.756 eV.

***

(6)
This record from the OMol25 dataset describes C4H6OS2 as an isolated structure in a non-equilibrium geometry. The level of theory is ωB97M-V/def2-TZVPD.

Geometry as ORCA input:
```
! RIJCOSX wB97M-V def2-TZVPD def2/J DEFGRID3
* xyz 0 1
C -2.12 0.77 0.03
C 0.20 -0.87 0.01
C 0.84 -0.10 -1.14
C 0.98 -0.13 1.14
H -3.22 0.89 -0.18
H 0.53 -1.89 -0.05
H 1.09 -0.66 -2.02
H 0.29 0.80 -1.30
H 0.40 0.80 1.40
H 1.27 -0.72 1.99
O -1.35 1.69 0.04
S -1.57 -0.97 0.01
S 2.26 0.30 -0.03
*
```

The calculation puts the orbital gap at 9.3008 eV. As for the relative energy (zero: lowest compared OMol25 entry of this formula, charge and spin): 99.9 kJ/mol. The value obtained for the lowest unoccupied orbital energy is 0.626 eV.

***

no.,calculated total energy (a.u.)
1,-417.203640
2,-309.668226
3,-306.348367
4,-7869.479330
5,-360.624469
6,-1027.593486